Record 1
# C25H32BrNO6S

A 2-piece molecular cluster, C25H32BrNO6S overall at a distorted geometry (ωB97M-V/def2-TZVPD, OMol25).

The calculated total energy comes out at -4449.39114 a.u. The calculation puts the HOMO energy at -9.08 eV. As for the structure (SMILES): [H]/N=C\Cc1c(S)c(CCCCOC(C)=O)c(C=C)c2c1C(=O)C(Br)=C(CCCOC)C2=O.CO. The HOMO-LUMO gap is 7.15 eV.

```
66
Properties=species:S:1:pos:R:3:forces:R:3:lowdin_charge:R:1
H -6.2586 -3.6995 2.0765 1.0 -0.6 0.3 0.025
N -5.4893 -4.2486 2.5362 4.4 0.4 -3.4 0.026
C -4.3668 -4.1973 1.7448 -3.7 0.6 1.3 -0.174
C -4.4221 -3.3358 0.3142 1.4 0.8 1.1 -0.155
C -3.2325 -2.1945 0.4412 3.3 2.5 -0.1 -0.082
C -3.4357 -0.7855 1.3155 3.2 -0.8 -1.2 -0.400
S -5.1229 -0.5413 2.1127 1.5 -0.1 -0.1 0.654
C -2.2876 0.3740 1.4787 0.9 -2.2 -1.2 -0.094
C -2.5603 1.7893 2.3259 -0.4 -0.7 -2.0 -0.151
C -3.2162 2.8286 1.1917 0.5 0.7 -0.3 -0.195
C -2.8670 4.4106 1.4935 0.1 0.5 -0.6 -0.167
C -1.2593 4.7622 1.4759 0.3 -0.4 1.1 -0.170
O -0.8993 5.6213 0.3110 2.2 -2.4 -1.6 -0.126
C 0.3553 5.1522 -0.3058 5.2 0.8 3.7 -0.283
C 0.4769 4.6057 -1.8732 -0.3 -0.3 0.0 -0.025
O 1.4864 5.2123 0.4375 -7.3 -0.6 -4.7 -0.040
C -0.8079 0.1987 0.7956 -1.7 -3.1 -0.8 -0.048
C 0.4449 1.2626 0.9065 2.4 -1.2 3.0 -0.135
C 1.5602 1.0860 1.9169 -3.8 0.1 -3.3 0.028
C -0.5643 -1.1940 -0.0919 -2.3 0.5 1.0 0.041
C -1.7509 -2.3568 -0.2879 -0.3 2.3 1.3 0.019
C -1.3490 -3.6632 -1.2528 -1.2 -3.9 1.2 -0.216
O -1.7545 -4.9164 -0.9975 2.3 8.0 -1.8 -0.046
C -0.3499 -3.2676 -2.5351 2.5 3.1 1.6 -0.439
Br -0.5740 -4.2294 -4.3089 0.3 1.2 2.4 0.628
C 0.7145 -2.1968 -2.3736 -2.3 -2.6 -0.3 -0.096
C 1.6854 -1.7415 -3.6321 -1.2 1.0 -0.4 -0.168
C 2.3724 -0.2392 -3.4130 1.0 0.6 -0.2 -0.156
C 3.9380 -0.3659 -2.8607 -0.5 -1.4 0.9 -0.219
O 4.2148 0.5341 -1.7126 1.0 -1.9 -0.7 -0.274
C 5.2770 -0.0375 -0.8441 0.8 0.3 0.5 -0.118
C 0.8874 -1.4759 -0.8738 3.3 0.4 1.9 -0.154
O 2.0864 -1.2022 -0.3539 -7.5 -1.7 -3.4 -0.022
H -3.3615 -4.7299 2.0911 -2.4 1.2 -0.9 0.134
H -5.4397 -2.7350 0.2377 2.1 -1.6 0.2 0.100
H -4.2099 -4.0332 -0.6021 -0.4 1.5 1.8 0.112
H -4.9490 -0.7430 3.4910 0.4 0.0 -1.4 -0.099
H -1.5193 2.1991 2.6736 -2.1 -0.9 -0.5 0.104
H -3.3359 1.6273 3.1887 1.8 0.2 -1.6 0.102
H -2.7772 2.5999 0.1072 -0.8 0.3 2.4 0.125
H -4.3804 2.7160 1.0970 2.3 0.0 0.4 0.112
H -3.3137 4.7932 2.5155 0.8 -0.9 -2.1 0.119
H -3.3476 5.0497 0.6083 1.0 -1.3 2.0 0.129
H -0.9380 5.3500 2.4467 -0.7 -1.2 -2.0 0.143
H -0.5841 3.8087 1.3984 -1.5 1.7 0.4 0.095
H 1.2281 3.6837 -1.9216 -1.5 2.2 0.5 0.094
H -0.5502 4.2182 -2.2954 1.9 1.0 1.0 0.087
H 0.9184 5.4337 -2.6008 -1.1 -1.6 1.9 0.103
H 0.4676 2.1450 0.1344 0.0 -1.9 1.7 0.089
H 2.4632 1.8363 1.8964 -2.0 -1.7 0.1 0.083
H 1.4961 0.1461 2.6478 0.3 2.4 -1.8 0.093
H 2.4604 -2.5620 -3.9570 -1.5 1.6 1.0 0.128
H 0.9515 -1.6044 -4.5632 1.5 -0.5 2.1 0.108
H 2.4562 0.3685 -4.4373 -0.5 -1.6 2.1 0.118
H 1.7310 0.4557 -2.7003 1.4 -1.7 -1.3 0.117
H 4.7273 -0.2329 -3.7294 -1.6 0.0 1.7 0.133
H 4.0513 -1.4714 -2.4260 -0.2 2.2 -1.1 0.120
H 5.9823 -0.8050 -1.4253 -1.6 1.6 1.2 0.106
H 4.8362 -0.5547 0.1334 0.7 1.0 -2.3 0.094
H 5.9570 0.8614 -0.4875 -1.4 -1.8 -0.8 0.101
C 4.0715 -3.0980 2.0486 -0.1 -0.1 -0.2 -0.169
O 5.3927 -3.5743 1.8699 0.4 -0.4 -0.3 -0.134
H 4.0524 -2.4150 2.9011 0.1 -0.1 -0.1 0.081
H 3.7506 -2.5651 1.1502 -0.3 0.1 0.1 0.047
H 3.4029 -3.9400 2.2441 -0.2 0.2 0.1 0.078
H 5.3784 -4.1774 1.1073 0.1 0.4 0.5 0.082
```
Forces are in eV/Å.

=====

Record 2
# C25H32IrN9O9P2

C25H32IrN9O9P2 as an isolated structure (ωB97M-V/def2-TZVPD, OMol25).

The calculated total energy comes out at -2928.66885 a.u. Its net charge is +1. The spin multiplicity is 6. The calculation puts the HOMO energy (alpha / beta) at -11.04 / -12.05 eV. The HOMO-LUMO gap (alpha / beta) is 7.61 / 7.25 eV.

```
78
Properties=species:S:1:pos:R:3:forces:R:3:lowdin_charge:R:1
Ir -0.4423 -0.0545 -0.3225 0.0 0.4 0.0 1.615
O 1.5646 -2.7087 4.9666 0.0 0.0 0.0 0.113
C 1.1889 -2.1226 3.8246 0.0 0.0 0.0 -0.272
C 2.0141 -2.0645 2.6945 0.0 0.0 0.1 0.090
C 1.5098 -1.4537 1.5684 0.0 0.0 0.1 -0.191
N 0.2894 -0.9471 1.5524 -0.1 0.0 -0.2 0.008
C -0.4917 -0.9463 2.6253 0.0 0.0 0.0 -0.155
C -0.0807 -1.5347 3.7978 0.0 0.0 0.0 0.107
C -1.8007 -0.2061 2.4189 0.1 0.0 0.1 -0.572
O -2.5648 -0.0516 3.3412 -0.1 0.0 0.0 0.104
O -1.9608 0.2384 1.2030 -0.1 -0.1 -0.1 -0.195
C 2.2530 -1.2460 0.2698 -0.1 0.0 0.0 -0.572
O 3.4381 -1.4363 0.1860 0.1 0.0 0.0 0.118
O 1.4738 -0.8222 -0.7025 0.0 0.0 -0.1 -0.193
H 2.4434 -3.0994 4.8902 0.0 0.0 0.0 0.130
H 3.0197 -2.4666 2.6885 0.0 0.0 0.0 0.143
H -0.7171 -1.5415 4.6712 0.0 0.0 0.0 0.147
C 3.2413 2.4207 -1.3706 0.0 -0.1 0.0 -0.068
N 2.3802 1.8876 -2.4172 0.0 0.0 0.0 -0.283
C 2.9316 0.7277 -3.1349 0.0 0.0 0.0 -0.061
P 0.7884 2.1377 -2.5718 0.2 0.1 0.0 0.478
O -0.1284 0.9795 -2.3360 -0.1 -0.1 0.1 -0.380
O 0.4604 3.3341 -1.5148 0.0 0.0 0.0 -0.248
P 0.1667 3.1775 0.0648 -0.1 0.0 0.0 0.481
O 0.5453 1.7805 0.4705 0.0 -0.1 0.2 -0.360
N 1.0417 4.2445 0.9086 0.1 0.0 -0.1 -0.298
C 0.9074 5.6801 0.6674 0.0 0.0 0.0 -0.073
C 2.2078 3.8578 1.7016 0.0 0.0 0.0 -0.075
N -1.3885 3.6368 0.1917 0.0 0.0 0.0 -0.281
C -1.9436 3.8012 1.5435 0.0 0.0 0.0 -0.061
C -2.4019 3.2388 -0.7867 0.0 0.0 0.1 -0.071
N 0.5131 2.7424 -4.0564 -0.1 0.0 0.0 -0.288
C -0.8350 2.7054 -4.6212 0.0 0.0 0.0 -0.083
C 1.3535 3.8152 -4.5833 0.0 0.0 0.0 -0.076
H 4.2305 2.6031 -1.7929 0.0 0.0 0.0 0.098
H 3.3406 1.7156 -0.5417 0.0 0.0 0.0 0.092
H 2.8552 3.3677 -1.0019 0.0 0.0 0.0 0.063
H 3.9116 0.9923 -3.5336 0.0 0.0 0.0 0.094
H 2.2839 0.4639 -3.9705 0.0 0.0 0.0 0.089
H 3.0201 -0.1301 -2.4690 0.0 0.0 0.0 0.075
H -0.0397 5.8935 0.1772 0.0 0.0 0.0 0.083
H 1.7233 6.0503 0.0419 0.0 0.0 0.0 0.092
H 0.9319 6.2098 1.6204 0.0 0.0 0.0 0.094
H 2.2369 2.7789 1.8209 0.0 0.0 0.0 0.076
H 2.1385 4.3240 2.6853 0.0 0.0 0.0 0.094
H 3.1318 4.1922 1.2239 0.0 0.0 0.0 0.088
H -1.1638 4.1082 2.2367 0.0 0.0 0.0 0.085
H -2.3906 2.8680 1.8949 0.0 0.0 0.0 0.085
H -2.7071 4.5792 1.5152 0.0 0.0 0.0 0.095
H -1.9624 3.1065 -1.7709 0.0 0.0 0.0 0.063
H -3.1555 4.0246 -0.8459 0.0 0.0 0.0 0.097
H -2.8847 2.3071 -0.4783 0.0 0.0 0.0 0.070
H -1.3862 1.8666 -4.2046 0.0 0.0 0.0 0.072
H -0.7640 2.5750 -5.7014 0.0 0.0 0.0 0.092
H -1.3752 3.6366 -4.4225 0.0 0.0 0.0 0.091
H 2.3679 3.7164 -4.2054 0.0 0.0 0.0 0.080
H 0.9631 4.8007 -4.3122 0.0 0.0 0.0 0.091
H 1.3802 3.7407 -5.6704 0.0 0.0 0.0 0.092
N -2.4533 -0.3309 -1.3573 0.1 0.0 0.1 0.104
C -3.5553 -0.4290 -1.6556 0.0 0.0 0.0 -0.078
C -4.9392 -0.5270 -1.9920 -0.1 0.0 0.0 -0.213
C -5.3227 -0.6716 -3.3260 0.0 0.0 0.0 -0.019
C -6.6688 -0.7636 -3.6284 0.0 0.0 0.0 -0.056
C -7.6139 -0.7122 -2.6108 0.0 0.0 0.0 -0.049
C -7.2247 -0.5687 -1.2851 0.0 0.0 0.0 -0.052
C -5.8826 -0.4754 -0.9643 0.0 0.0 0.0 -0.010
H -4.5724 -0.7151 -4.1039 0.0 0.0 0.0 0.123
H -6.9843 -0.8787 -4.6560 0.0 0.0 0.0 0.114
H -8.6655 -0.7867 -2.8541 0.0 0.0 0.0 0.115
H -7.9694 -0.5324 -0.5020 0.0 0.0 0.0 0.116
H -5.5585 -0.3647 0.0624 0.0 0.0 0.0 0.128
O -0.8282 -2.8201 -0.9596 -0.1 -0.2 0.0 0.077
N -0.8231 -3.5063 0.0294 0.1 0.0 0.1 0.050
C 0.0734 -4.2826 0.5429 -0.1 0.1 -0.1 -0.248
C -0.2102 -4.8958 1.8038 0.0 -0.1 0.0 -0.148
N -0.3945 -5.3711 2.8319 0.0 0.0 0.0 0.213
C 1.3297 -4.4752 -0.1187 0.1 0.0 0.0 -0.139
N 2.3286 -4.6070 -0.6691 0.0 0.0 0.0 0.238
```
Forces are in eV/Å.